No. 1
This record from OMol25 describes a molecular structure, C45H60N8NaPS. The level of theory is the ωB97M-V functional and the def2-TZVPD basis.

```
116
Properties=species:S:1:pos:R:3:lowdin_charge:R:1
Na 1.13924 -0.44066 -0.74254 0.211
C 3.89810 -3.45044 -1.32594 -0.170
C 4.12443 -2.87244 0.06550 -0.251
N 4.29464 -1.42519 0.08704 -0.036
C 4.52273 -0.93356 1.44875 -0.205
C 3.27137 -0.37127 2.11312 -0.208
N 2.21190 -1.36529 2.27486 -0.059
C 2.29975 -2.20736 3.47059 -0.216
C 2.10166 -3.70543 3.20276 -0.176
C 0.69754 -4.07746 2.69752 -0.230
N 0.42835 -3.79122 1.29240 -0.059
C 1.07293 -4.70075 0.36265 -0.235
C 0.89154 -4.22023 -1.07881 -0.190
N 1.45820 -2.89215 -1.32981 -0.065
C 2.70810 -2.87225 -2.08412 -0.232
H 3.76928 -4.53172 -1.21760 0.104
H 4.79247 -3.29983 -1.93885 0.112
H 4.99808 -3.38929 0.49903 0.119
H 3.26570 -3.08607 0.69752 0.066
H 5.08529 -1.17314 -0.49213 0.110
H 5.26208 -0.13030 1.42614 0.116
H 4.93216 -1.73679 2.08100 0.108
H 2.89416 0.43258 1.48209 0.089
H 3.56874 0.07772 3.07202 0.120
H 1.33824 -0.85888 2.33386 -0.002
H 1.54431 -1.89084 4.19959 0.112
H 3.27994 -2.07287 3.93749 0.111
H 2.28978 -4.23789 4.14084 0.107
H 2.84486 -4.04896 2.47792 0.088
H -0.04034 -3.53787 3.30142 0.093
H 0.53359 -5.14925 2.84977 0.109
H 0.74610 -2.85062 1.08758 0.058
H 0.60110 -5.68491 0.46281 0.117
H 2.14431 -4.84548 0.56556 0.095
H -0.18044 -4.18680 -1.28047 0.111
H 1.33066 -4.96993 -1.74957 0.116
H 0.78364 -2.36376 -1.87655 0.039
H 2.91822 -1.82744 -2.32612 0.093
H 2.61460 -3.42234 -3.03402 0.117
C 1.29299 4.87880 -1.98472 -0.041
C 0.13393 4.21801 -2.67403 -0.252
C -0.33789 4.81901 -3.84433 -0.057
C -1.40006 4.31036 -4.56963 -0.092
C -2.02965 3.15828 -4.12810 -0.104
C -1.57336 2.54046 -2.97969 -0.121
C -0.50161 3.04297 -2.23019 -0.276
P -0.23527 1.96824 -0.73073 1.124
C -1.83323 2.44358 0.07205 -0.304
C -2.75850 1.39843 0.13223 -0.154
C -4.02590 1.56647 0.66609 -0.098
C -4.39202 2.80789 1.15698 -0.096
C -3.50476 3.86814 1.05733 -0.056
C -2.23714 3.72219 0.49531 -0.252
C -1.40488 4.95861 0.30503 -0.036
C 1.11277 2.57511 0.29675 -0.378
C 0.94583 2.95472 1.62847 -0.146
C 2.02378 3.27486 2.43385 -0.133
C 3.31496 3.19895 1.88815 -0.128
C 3.51881 2.75280 0.60895 -0.093
C 2.43667 2.36157 -0.24343 -0.410
C 2.64097 1.81089 -1.50527 -0.108
H 1.45483 5.87943 -2.38693 0.078
H 2.20084 4.29245 -2.12852 0.074
H 1.14256 4.95956 -0.91181 0.063
H 0.14194 5.73030 -4.18374 0.105
H -1.73516 4.81416 -5.46805 0.098
H -2.86976 2.74761 -4.67629 0.100
H -2.06611 1.63802 -2.63018 0.089
H -2.46474 0.43019 -0.25130 0.039
H -4.71765 0.73204 0.70397 0.098
H -5.37146 2.96204 1.59482 0.097
H -3.80995 4.84937 1.40407 0.106
H -1.71368 5.74205 0.99748 0.082
H -1.53653 5.33703 -0.71244 0.092
H -0.34959 4.76120 0.45543 0.046
H -0.05669 3.00292 2.03990 0.092
H 1.87378 3.59813 3.45597 0.081
H 4.16424 3.49827 2.49310 0.095
H 4.52608 2.67579 0.21162 0.102
H 3.63664 1.76538 -1.93232 0.035
H 1.82090 1.75371 -2.21349 -0.013
C -3.52160 -2.33243 -1.08456 -0.047
C -3.86732 -2.33579 -2.42817 -0.055
C -2.96916 -1.83448 -3.35205 -0.011
C -1.74686 -1.32569 -2.90869 -0.216
N -1.40953 -1.34223 -1.61328 0.119
C -2.27463 -1.83963 -0.73318 -0.163
C -0.78601 -0.70104 -3.84490 -0.223
C -1.21995 -0.08403 -5.01708 -0.029
C -0.30229 0.56152 -5.82354 -0.054
C 1.02968 0.57305 -5.44294 -0.037
C 1.37233 -0.06455 -4.26223 -0.124
N 0.50062 -0.69117 -3.47951 0.130
H -4.19462 -2.72100 -0.33276 0.104
H -4.82217 -2.73041 -2.75081 0.109
H -3.20437 -1.86724 -4.40634 0.109
H -1.93499 -1.85310 0.29821 0.036
H -2.27276 -0.05347 -5.25992 0.110
H -0.62635 1.07698 -6.71801 0.113
H 1.78044 1.07335 -6.03777 0.109
H 2.40414 -0.08052 -3.92632 0.105
S -1.15581 -0.46496 2.35666 0.730
C -2.45375 -0.66351 3.38131 -0.831
N -3.10548 -1.84124 3.46679 0.013
C -4.25978 -2.07596 4.31880 -0.176
C -4.16340 -1.17149 5.53739 -0.166
C -4.01756 0.26600 5.06329 -0.175
N -2.89161 0.35136 4.14824 0.016
H -2.76556 -2.56597 2.85877 0.118
H -4.26868 -3.12503 4.61250 0.121
H -5.18992 -1.86621 3.77852 0.120
H -3.28384 -1.44786 6.12208 0.124
H -5.04991 -1.27649 6.16093 0.117
H -3.82972 0.92955 5.90700 0.122
H -4.94082 0.59450 4.57296 0.120
H -2.45270 1.23955 3.97291 0.125
```

- Kohn-Sham gap: 5.139 eV
- Molar mass: 799.06 g mol⁻¹
- Electronic energy: -84101.2797 eV
- Energy above the lowest of the compared OMol25 structures with the same formula, charge and spin: 71.7 kJ/mol


No. 2
This record from OMol25 describes a molecular structure, C45H61CsI2O4P2SSi. The level of theory is the ωB97M-V functional and the def2-TZVPD basis.

```
117
Properties=species:S:1:pos:R:3:lowdin_charge:R:1
Cs 0.01642 -0.07423 -0.96768 1.317
C 3.92341 0.79020 2.29011 -0.144
Si 2.05423 0.99616 2.16996 0.262
C 1.71294 2.89576 2.31155 -0.191
C 2.10904 3.41776 3.55914 -0.119
C 1.97189 4.75622 3.89858 -0.108
C 1.41161 5.63510 2.97918 -0.110
C 1.02471 5.15729 1.73532 -0.120
C 1.17163 3.80963 1.36925 -0.326
P 0.54544 3.24402 -0.28578 1.092
C -1.00298 4.25063 -0.55838 -0.417
C -1.03712 5.67845 -1.14398 -0.203
C -1.19373 5.62815 -2.66774 -0.194
C -2.58818 5.09147 -3.04186 -0.184
C -3.07534 4.03394 -2.02834 -0.180
C -1.88271 3.30350 -1.42169 -0.253
C 1.86769 3.83515 -1.46890 -0.409
C 2.47178 5.23957 -1.31515 -0.208
C 3.67306 5.40453 -2.25020 -0.193
C 4.83289 4.47211 -1.84180 -0.202
C 4.32758 3.29397 -1.00034 -0.207
C 2.99742 2.76100 -1.53339 -0.188
C 1.46538 0.42791 3.94888 -0.206
C 2.37653 -0.06821 4.89579 -0.104
C 1.96741 -0.65683 6.08795 -0.110
C 0.61238 -0.78195 6.36373 -0.109
C -0.31412 -0.29141 5.45207 -0.117
C 0.08884 0.32529 4.26379 -0.334
P -1.13862 1.09090 3.10192 1.165
C -1.44895 2.65721 4.06364 -0.421
C -2.08626 3.73177 3.14545 -0.210
C -2.71453 4.87805 3.94912 -0.192
C -1.84699 5.19738 5.16608 -0.197
C -1.81335 4.00332 6.14560 -0.186
C -2.10486 2.66308 5.44429 -0.202
C -2.55148 -0.14681 3.19492 -0.417
C -3.81924 0.14921 4.00159 -0.200
C -4.71451 1.20617 3.34666 -0.199
C -5.03051 0.86256 1.88597 -0.193
C -3.75142 0.60668 1.09014 -0.196
C -2.94179 -0.50826 1.74606 -0.230
H 4.36730 1.36737 3.11440 0.025
H 4.37790 1.12773 1.35268 0.019
H 4.18184 -0.26775 2.43485 0.036
H 2.51613 2.73793 4.30545 0.093
H 2.28312 5.10557 4.87704 0.093
H 1.27425 6.68300 3.22656 0.094
H 0.58160 5.85157 1.02856 0.088
H -1.44703 4.28596 0.44115 0.078
H -0.17123 6.26688 -0.85946 0.066
H -1.90172 6.20707 -0.72096 0.109
H -0.42877 4.96627 -3.09111 0.092
H -1.03416 6.61759 -3.10530 0.101
H -2.55303 4.64823 -4.03918 0.087
H -3.30065 5.92303 -3.08152 0.097
H -3.73343 3.31475 -2.52054 0.108
H -3.66087 4.51123 -1.23151 0.102
H -1.28662 2.87856 -2.23957 0.037
H -2.20140 2.44664 -0.82319 0.078
H 1.33849 3.79474 -2.42747 0.056
H 2.79076 5.41439 -0.28219 0.101
H 1.73743 6.00142 -1.55321 0.089
H 4.00321 6.44664 -2.26335 0.096
H 3.34485 5.16919 -3.26784 0.112
H 5.59554 5.02820 -1.28883 0.096
H 5.32118 4.08332 -2.74079 0.100
H 4.19530 3.60165 0.04391 0.108
H 5.07092 2.49217 -0.98975 0.105
H 2.72080 1.86897 -0.97074 0.061
H 3.12264 2.43132 -2.57023 0.118
H 3.44141 -0.01178 4.68807 0.081
H 2.70334 -1.03392 6.78940 0.088
H 0.27679 -1.25954 7.27764 0.089
H -1.37268 -0.39804 5.67374 0.090
H -0.40701 2.95528 4.21917 0.090
H -2.83151 3.29273 2.47595 0.082
H -1.30270 4.12993 2.50026 0.076
H -3.72351 4.60301 4.28189 0.106
H -2.82735 5.75792 3.31181 0.105
H -2.20248 6.09631 5.67584 0.097
H -0.83326 5.41654 4.81228 0.092
H -2.53747 4.15714 6.95190 0.098
H -0.82725 3.94825 6.61690 0.104
H -3.18357 2.52522 5.34871 0.091
H -1.73041 1.84418 6.06126 0.093
H -2.06638 -1.02280 3.62601 0.096
H -3.58018 0.43219 5.02820 0.083
H -4.38788 -0.78921 4.06034 0.114
H -4.21290 2.17800 3.37795 0.078
H -5.63810 1.31402 3.92368 0.105
H -5.61636 1.66416 1.42926 0.105
H -5.65015 -0.04268 1.85667 0.110
H -3.14758 1.52374 1.06937 0.085
H -3.96206 0.35841 0.04825 0.112
H -2.04288 -0.70754 1.16784 0.063
H -3.53410 -1.43123 1.74912 0.069
I -1.83275 -3.12932 -1.87030 1.037
C -1.85464 -4.74666 -0.44201 -1.176
I -3.28785 -4.60817 1.14543 0.594
H -0.89023 -4.82995 0.04913 -0.059
H -2.10387 -5.66737 -0.95783 -0.070
O -2.07220 0.03826 -2.12182 -0.475
C -2.06339 -0.31868 -3.31806 -0.769
O -1.79018 -1.50496 -3.69799 -0.327
C -2.45338 0.67928 -4.39372 -0.173
C -3.74086 0.56914 -4.91858 -0.058
C -4.22344 1.46700 -5.86261 -0.137
C -3.37941 2.48900 -6.29062 -0.139
C -2.08912 2.59223 -5.78664 -0.166
C -1.56932 1.69500 -4.82578 -0.683
S 0.08218 1.84051 -4.24618 0.444
H -4.37354 -0.24214 -4.56937 0.110
H -5.22963 1.37139 -6.25541 0.076
H -3.72771 3.20818 -7.02614 0.081
H -1.42948 3.38119 -6.13265 0.079
O 1.18819 -0.22951 1.37192 -0.429
O 1.87921 0.70790 0.42137 -0.659
```

- Kohn-Sham gap: 4.963 eV
- Charge: -2
- Molar mass: 1174.79 g mol⁻¹
- Electronic energy: -109887.4891 eV
- Energy above the lowest of the compared OMol25 structures with the same formula, charge and spin: 54.8 kJ/mol